P:
This record from OMol25 describes 2 unconnected molecules or ions with the total composition C9H14. The level of theory is the ωB97M-V functional and the def2-TZVPD basis.

Geometry as XYZ:
```
23
Properties=species:S:1:pos:R:3:lowdin_charge:R:1
C -0.66 -1.17 1.62 -0.05
C -0.43 -1.17 0.12 -0.29
C 0.69 -1.71 -0.52 -0.07
C 0.87 -1.62 -1.88 -0.09
C -0.05 -0.91 -2.68 -0.08
C -1.22 -0.46 -2.04 -0.09
C -1.41 -0.60 -0.68 -0.08
H -1.44 -0.43 1.73 0.07
H 0.22 -1.14 2.25 0.07
H -1.01 -2.16 1.92 0.08
H 1.48 -2.14 0.08 0.11
H 1.80 -2.00 -2.28 0.10
H 0.08 -0.89 -3.75 0.09
H -1.91 -0.04 -2.75 0.10
H -2.26 -0.07 -0.25 0.11
C 1.32 1.69 1.11 -0.16
C 0.04 2.50 1.19 -0.17
H 2.32 2.11 1.09 0.07
H 1.40 0.94 1.90 0.05
H 1.18 1.01 0.26 0.05
H 0.18 3.51 0.79 0.06
H -0.79 2.15 0.58 0.05
H -0.39 2.60 2.19 0.06
```

Summary:
Orbital gap = 10.039 eV
HOMO level = -9.001 eV
SMILES = Cc1ccccc1.CC

Q:
This record from OMol25 describes 2 unconnected molecules or ions with the total composition C9H14. The level of theory is the ωB97M-V functional and the def2-TZVPD basis.

Geometry as XYZ:
```
23
Properties=species:S:1:pos:R:3:lowdin_charge:R:1
C -1.08 -0.55 1.36 -0.03
C 0.33 0.16 1.06 -0.23
C 0.89 1.03 2.12 -0.05
C 2.16 1.47 1.94 -0.12
C 2.97 1.27 0.75 -0.06
C 2.32 0.42 -0.19 -0.10
C 1.02 -0.05 -0.09 -0.11
H -0.80 -1.39 2.01 0.08
H -1.49 -1.04 0.44 0.02
H -1.72 0.31 1.75 0.10
H 0.12 1.30 2.86 0.11
H 2.54 1.99 2.79 0.08
H 3.89 1.82 0.65 0.09
H 2.70 0.32 -1.35 0.15
H 0.46 -0.63 -0.75 0.05
C -1.42 -1.49 -1.96 -0.19
C -2.09 -0.14 -1.91 -0.18
H -0.41 -1.56 -2.28 0.05
H -1.69 -1.86 -0.95 0.05
H -1.99 -2.08 -2.67 0.07
H -2.97 -0.18 -1.18 0.09
H -2.31 0.20 -2.91 0.06
H -1.41 0.67 -1.50 0.08
```

Summary:
Orbital gap = 9.863 eV
HOMO level = -8.835 eV
SMILES = Cc1ccccc1.CC

R:
This record from OMol25 describes 2 unconnected molecules or ions with the total composition C9H14. The level of theory is the ωB97M-V functional and the def2-TZVPD basis.

Geometry as XYZ:
```
23
Properties=species:S:1:pos:R:3:lowdin_charge:R:1
C 2.30 0.63 0.40 -0.10
C 1.31 -0.02 -0.56 -0.22
C 0.49 0.82 -1.43 -0.06
C -0.73 0.31 -1.83 -0.13
C -1.13 -0.95 -1.41 -0.12
C -0.18 -1.82 -0.84 -0.17
C 1.03 -1.49 -0.45 -0.07
H 3.21 0.74 -0.24 0.07
H 2.62 0.13 1.34 0.09
H 2.22 1.77 0.44 0.09
H 0.78 1.85 -1.58 0.10
H -1.47 1.12 -2.19 0.13
H -2.16 -1.26 -1.68 0.11
H -0.54 -2.95 -0.77 0.14
H 1.67 -2.24 0.04 0.11
C -0.75 0.51 2.51 -0.15
C -2.04 1.22 2.12 -0.15
H -0.47 0.90 3.46 0.05
H -0.74 -0.68 2.43 0.11
H 0.05 0.65 1.77 0.03
H -2.40 1.05 1.12 0.06
H -1.81 2.38 2.11 0.12
H -2.78 1.23 2.67 -0.05
```

Summary:
Orbital gap = 9.387 eV
HOMO level = -8.396 eV
SMILES = Cc1ccccc1.CC

S:
This record from OMol25 describes 2 unconnected molecules or ions with the total composition C9H14. The level of theory is the ωB97M-V functional and the def2-TZVPD basis.

Geometry as XYZ:
```
23
Properties=species:S:1:pos:R:3:lowdin_charge:R:1
C -1.88 -3.61 -1.69 -0.07
C -1.15 -2.36 -1.40 -0.26
C -1.18 -1.91 -0.01 -0.06
C -0.63 -0.71 0.42 -0.09
C 0.06 0.06 -0.56 -0.09
C 0.15 -0.41 -1.87 -0.10
C -0.40 -1.61 -2.31 -0.05
H -1.31 -4.22 -2.43 0.09
H -2.84 -3.57 -2.00 0.03
H -1.85 -4.24 -0.74 0.10
H -1.76 -2.51 0.69 0.10
H -0.60 -0.57 1.53 0.11
H 0.53 1.00 -0.28 0.07
H 0.34 0.27 -2.71 0.10
H -0.27 -1.93 -3.28 0.08
C 1.78 2.78 1.53 -0.18
C 1.45 3.76 2.66 -0.18
H 1.59 3.31 0.57 0.08
H 2.80 2.44 1.70 0.07
H 1.15 1.98 1.46 -0.01
H 1.73 3.24 3.62 0.07
H 1.94 4.76 2.47 0.07
H 0.36 4.05 2.62 0.07
```

Summary:
Orbital gap = 9.846 eV
HOMO level = -8.846 eV
SMILES = Cc1ccccc1.CC

Taking the most stable structure as the zero point, the relative energies in kcal/mol are P 0.0; Q 32.9; R 51.7; S 12.5.

P:
This record from OMol25 describes 2 unconnected molecules or ions with the total composition C9H14. The level of theory is the ωB97M-V functional and the def2-TZVPD basis.

Geometry as XYZ:
```
23
Properties=species:S:1:pos:R:3:lowdin_charge:R:1
C -0.42 0.16 -3.33 -0.08
C 0.19 -0.19 -2.03 -0.29
C -0.54 -0.83 -0.99 -0.04
C 0.11 -1.20 0.17 -0.11
C 1.51 -1.13 0.20 -0.12
C 2.20 -0.40 -0.73 -0.08
C 1.53 0.11 -1.88 -0.05
H 0.13 0.85 -3.99 0.07
H -1.39 0.62 -3.38 0.07
H -0.18 -0.68 -4.02 0.10
H -1.62 -0.87 -0.97 0.11
H -0.45 -1.53 1.03 0.09
H 2.10 -1.66 0.98 0.11
H 3.29 -0.30 -0.77 0.10
H 2.08 0.62 -2.65 0.11
C -0.37 0.84 3.03 -0.17
C -1.80 0.66 2.48 -0.16
H -0.18 0.48 4.05 0.06
H 0.48 0.46 2.48 0.04
H -0.18 1.89 3.25 0.06
H -2.21 -0.31 2.23 0.05
H -1.82 1.29 1.59 0.06
H -2.46 1.10 3.25 0.06
```

Summary:
Orbital gap = 9.931 eV
HOMO level = -8.893 eV
SMILES = Cc1ccccc1.CC

Q:
This record from OMol25 describes 2 unconnected molecules or ions with the total composition C9H14. The level of theory is the ωB97M-V functional and the def2-TZVPD basis.

Geometry as XYZ:
```
23
Properties=species:S:1:pos:R:3:lowdin_charge:R:1
C 0.59 2.02 -0.64 -0.09
C 1.38 0.78 -0.34 -0.26
C 1.53 -0.28 -1.37 -0.04
C 1.97 -1.54 -0.98 -0.14
C 2.26 -1.86 0.33 -0.07
C 2.47 -0.75 1.36 -0.01
C 2.00 0.59 0.95 -0.05
H -0.32 1.98 -0.02 0.06
H 0.32 2.20 -1.69 0.07
H 1.01 3.07 -0.44 0.10
H 1.16 -0.02 -2.39 0.11
H 1.94 -2.41 -1.70 0.11
H 2.60 -2.71 0.81 0.06
H 3.13 -0.83 2.16 0.06
H 1.79 1.31 1.74 0.09
C -3.24 -0.51 0.93 -0.17
C -2.62 0.09 -0.36 -0.17
H -2.58 -0.97 1.56 0.02
H -3.80 0.18 1.54 0.05
H -4.17 -1.16 0.69 0.09
H -3.19 0.19 -1.38 0.10
H -2.53 1.13 -0.18 0.02
H -1.70 -0.51 -0.58 0.07
```

Summary:
Orbital gap = 9.566 eV
HOMO level = -8.630 eV
SMILES = Cc1ccccc1.CC

R:
This record from OMol25 describes 2 unconnected molecules or ions with the total composition C9H14. The level of theory is the ωB97M-V functional and the def2-TZVPD basis.

Geometry as XYZ:
```
23
Properties=species:S:1:pos:R:3:lowdin_charge:R:1
C -2.31 3.05 -0.87 -0.06
C -1.50 1.79 -0.91 -0.29
C -0.46 1.62 -1.82 -0.05
C 0.46 0.61 -1.61 -0.08
C 0.10 -0.45 -0.77 -0.11
C -1.10 -0.49 -0.06 -0.08
C -1.80 0.73 -0.06 -0.06
H -2.27 3.66 -1.77 0.08
H -2.07 3.71 -0.02 0.09
H -3.34 2.83 -0.62 0.07
H -0.28 2.35 -2.60 0.11
H 1.51 0.58 -1.90 0.10
H 0.78 -1.26 -0.68 0.07
H -1.62 -1.32 0.37 0.10
H -2.51 0.96 0.73 0.11
C 1.44 -2.34 2.10 -0.14
C 2.59 -2.30 1.02 -0.16
H 0.64 -1.65 1.86 0.03
H 1.20 -3.40 2.17 0.06
H 1.95 -2.03 3.02 0.06
H 2.50 -1.25 0.72 0.05
H 3.55 -2.39 1.49 0.05
H 2.53 -3.03 0.22 0.06
```

Summary:
Orbital gap = 9.939 eV
HOMO level = -8.891 eV
SMILES = Cc1ccccc1.CC

S:
This record from OMol25 describes 2 unconnected molecules or ions with the total composition C9H14. The level of theory is the ωB97M-V functional and the def2-TZVPD basis.

Geometry as XYZ:
```
23
Properties=species:S:1:pos:R:3:lowdin_charge:R:1
C 1.46 -1.63 -0.58 -0.04
C 1.26 -0.60 0.59 -0.21
C 0.69 -1.14 1.84 -0.07
C 0.13 -0.31 2.70 -0.12
C -0.12 1.08 2.48 -0.04
C 0.23 1.51 1.19 -0.07
C 0.95 0.68 0.20 -0.09
H 2.20 -2.34 -0.43 0.04
H 1.58 -1.07 -1.47 0.03
H 0.46 -2.09 -0.69 0.09
H 0.85 -2.16 2.16 0.11
H -0.30 -0.75 3.55 0.09
H -0.53 1.71 3.16 0.06
H -0.19 2.43 0.85 0.08
H 1.34 1.18 -0.70 0.12
C -1.75 0.30 -1.29 -0.18
C -0.80 0.38 -2.44 -0.20
H -1.18 0.80 -0.50 0.00
H -2.67 1.01 -1.51 0.11
H -2.09 -0.62 -0.70 0.09
H -1.31 0.27 -3.42 0.07
H 0.21 -0.07 -2.40 0.04
H -0.42 1.44 -2.60 0.08
```

Summary:
Orbital gap = 9.971 eV
HOMO level = -8.968 eV
SMILES = Cc1ccccc1.CC

Taking the most stable structure as the zero point, the relative energies in kcal/mol are P 0.0; Q 35.0; R 2.2; S 27.8.